The following is a DFT calculation (ωB97M-V/def2-TZVPD) of a molecular structure, C57H114N6O21.

```
198
Properties=species:S:1:pos:R:3:forces:R:3
C 31.409300 -3.050740 -4.590770 0.844 -1.999 1.361
C 30.399990 -1.973230 -4.590900 -1.452 1.955 0.676
C 29.650020 -2.011290 -5.939160 0.149 0.257 0.232
C 28.418650 -1.093360 -6.033890 1.414 -0.775 -0.076
C 27.407240 -1.590030 -5.044040 0.052 -0.487 -0.139
C 27.863250 -1.632830 -3.561150 0.627 -4.858 -1.305
N 29.363060 -2.084000 -3.482690 2.187 -2.191 5.697
O 29.786140 -2.533070 -2.270180 -2.176 2.479 -6.627
C 27.173230 -2.741210 -2.765760 -1.480 -0.900 0.519
C 27.609960 -0.410080 -2.922890 0.214 4.177 1.121
C 30.985000 -0.544700 -4.286250 0.761 -0.207 -0.931
H 31.980510 -3.195990 -3.673860 0.142 0.833 0.165
H 32.128740 -3.031060 -5.409380 -0.328 0.411 -0.122
H 30.925000 -4.027210 -4.598310 -0.349 -0.047 -0.579
H 29.340870 -3.044170 -6.099430 0.016 -0.093 -0.107
H 30.448700 -1.792670 -6.647970 -0.264 0.122 -0.354
H 27.934600 -1.243470 -6.998900 0.367 0.484 -0.214
H 28.771050 -0.071880 -5.890720 -0.537 0.189 -0.163
H 27.154800 -2.596680 -5.377280 0.035 -0.252 0.240
H 26.496630 -1.029470 -5.255390 -0.160 0.169 0.991
H 27.179610 -2.539320 -1.694640 0.472 -0.080 -0.068
H 27.432640 -3.786230 -2.935290 0.829 0.219 -0.177
H 26.105870 -2.819270 -2.972560 -0.209 0.732 -0.451
H 27.844980 -0.261850 -1.868900 -0.159 -0.717 0.074
H 26.547160 -0.270690 -3.120730 0.035 0.615 0.364
H 28.208310 0.355500 -3.416820 -0.458 0.537 -0.221
H 31.553780 -0.416500 -3.365290 -0.582 -0.498 0.381
H 30.271560 0.269030 -4.416400 -0.028 -0.204 0.142
H 31.770450 -0.404170 -5.028830 -0.093 0.099 -0.416
C 17.841660 10.167130 -5.219140 -1.189 -0.653 -1.152
C 17.009790 11.040310 -6.267490 0.558 0.434 0.240
C 17.206980 12.466040 -5.847510 2.483 2.339 -0.420
C 18.633660 12.989190 -6.171790 -0.044 -0.915 -1.901
C 18.818670 13.060430 -7.747700 0.053 -0.411 1.423
C 18.739990 11.628300 -8.426540 0.188 -0.218 -0.046
N 17.554020 10.817220 -7.745490 -1.273 -5.009 -2.151
O 17.144940 9.617260 -8.403030 2.166 6.628 3.692
C 20.071840 10.805430 -8.160280 -0.851 -0.102 0.750
C 18.411550 11.743440 -9.958330 -1.047 0.425 0.478
C 15.496150 10.836080 -6.242820 0.117 -2.084 -1.441
H 17.448810 9.153460 -5.298100 0.115 -0.109 0.118
H 17.630780 10.535860 -4.215300 -0.066 0.090 -0.141
H 18.920750 10.095750 -5.355510 -0.135 0.380 -0.296
H 17.085790 12.640900 -4.778470 -0.443 -0.669 0.029
H 16.583480 13.216740 -6.333080 -0.607 -0.423 -0.196
H 19.435610 12.289990 -5.934990 -0.175 -0.002 0.919
H 18.833890 13.947880 -5.693350 -0.010 -0.022 -0.192
H 19.828320 13.453830 -7.865800 0.092 -0.191 -0.509
H 18.146220 13.826070 -8.134600 -0.271 -0.411 -0.442
H 19.903300 9.728570 -8.152500 -0.241 0.001 -0.701
H 20.440610 10.936100 -7.142910 -0.018 0.542 0.060
H 20.886470 11.058590 -8.838820 -0.340 0.138 -0.176
H 17.529700 12.383340 -9.989520 -0.349 -0.160 -0.126
H 18.167170 10.829820 -10.500230 0.092 -0.266 0.621
H 19.083770 12.282940 -10.625520 0.814 0.001 0.775
H 15.318430 9.794380 -6.509990 -0.191 -0.345 0.617
H 15.023090 11.283270 -7.117090 0.110 0.818 0.278
H 14.985130 11.086150 -5.313080 0.398 0.113 -0.069
C 13.833450 3.502660 -10.679010 -0.101 1.878 -1.082
C 14.288180 3.024440 -12.063340 -0.232 -2.606 1.545
C 15.096300 1.732030 -11.720010 -0.138 -1.087 -2.046
C 15.128270 0.793990 -12.909920 0.457 1.214 -2.184
C 13.743150 0.449950 -13.434920 0.940 -0.758 1.379
C 12.845840 1.632480 -13.811140 -1.742 -1.396 2.067
N 12.972450 2.721670 -12.810950 -1.317 6.706 -2.224
O 12.243350 3.868470 -13.058730 3.405 -6.396 1.566
C 11.376930 1.115450 -13.765610 -0.793 0.295 -0.181
C 13.139170 2.120320 -15.177340 0.305 1.078 -1.815
C 15.155740 4.020000 -12.866460 -0.983 0.190 0.261
H 14.657430 3.624530 -9.975950 0.075 -0.206 -0.226
H 13.044600 2.886490 -10.247560 0.097 0.057 -0.153
H 13.485820 4.492110 -10.976060 -0.616 0.303 1.096
H 14.743730 1.029730 -10.964650 -0.338 1.134 0.958
H 16.122080 2.066960 -11.566080 -0.127 -0.081 0.601
H 15.700900 -0.120900 -12.757740 0.032 0.157 0.137
H 15.571610 1.365270 -13.725510 0.783 -0.196 -0.229
H 13.414200 -0.176820 -12.606030 -1.302 0.160 -0.111
H 13.836800 -0.234470 -14.278070 -0.160 0.214 -0.157
H 10.611800 1.874130 -13.601060 0.425 0.551 -0.044
H 11.153500 0.384330 -12.988670 0.540 -0.156 -0.090
H 11.118660 0.722450 -14.748940 0.200 -0.360 0.088
H 14.053650 2.686820 -15.353140 0.573 -0.592 0.487
H 12.436890 2.843390 -15.592160 -0.684 -0.358 0.356
H 13.120660 1.207390 -15.772580 0.160 0.301 -0.356
H 15.934400 4.264530 -12.143970 0.179 0.363 -0.411
H 14.554230 4.880600 -13.159120 0.009 0.276 0.612
H 15.553210 3.714750 -13.834410 0.237 -0.774 0.381
C 17.158430 -9.207810 4.425820 -1.145 -1.501 -2.082
C 16.203180 -8.079020 4.857960 1.704 1.301 0.917
C 15.674160 -7.094990 3.832700 -0.572 -0.594 0.079
N 14.909410 -5.857530 4.405220 -0.340 0.217 -0.203
C 14.098260 -6.178470 5.778600 1.369 -0.024 -2.542
C 15.822660 -4.560550 4.412430 -1.244 -0.740 0.676
C 14.808440 -3.397800 4.266760 0.552 -0.377 0.908
C 13.564680 -3.993700 3.639260 -0.530 -0.839 -1.734
C 13.877820 -5.441430 3.327130 0.819 -0.719 1.277
H 17.698610 -9.825110 5.143620 -0.312 0.760 0.679
H 17.867650 -9.043420 3.614600 0.336 1.289 0.336
H 16.603690 -9.950970 3.853040 -0.650 -0.397 0.262
H 16.910720 -7.403660 5.338970 -0.186 -0.011 1.291
H 15.386600 -8.361130 5.522570 0.464 -0.463 0.093
H 14.932260 -7.593310 3.208700 0.247 0.220 -0.444
H 16.554750 -6.717180 3.313160 -0.527 0.098 -0.541
H 13.210330 -5.560390 5.911510 0.853 0.987 0.145
H 14.935200 -6.178260 6.476910 -0.889 -0.035 0.567
H 13.596050 -7.131080 5.610030 0.755 -0.408 0.110
H 16.405330 -4.478620 5.329980 -0.048 -0.318 -0.031
H 16.502550 -4.704250 3.572670 -0.202 0.197 -0.018
H 14.536790 -3.020450 5.252610 0.267 0.105 0.028
H 15.288300 -2.581610 3.726700 -0.320 -0.056 -0.123
H 12.630060 -4.021380 4.199460 0.263 0.873 0.234
H 13.394730 -3.598350 2.637810 -0.463 0.601 0.302
H 13.056240 -6.140990 3.481170 -0.118 0.130 -0.478
H 14.336880 -5.559880 2.345630 0.073 -0.203 0.157
C 19.811400 1.896430 0.465480 -0.609 -0.323 0.107
C 19.097570 2.087280 -0.853610 -0.435 -0.847 -2.519
C 17.841250 1.203780 -1.034320 -1.208 0.664 -0.356
N 17.005160 1.263150 -2.409430 -0.082 0.155 -0.303
C 17.677050 0.524700 -3.560870 -0.140 0.082 1.106
C 16.719170 2.690840 -2.866610 2.365 -0.372 -1.908
C 15.403210 3.066400 -2.420820 -3.411 -0.120 1.465
C 14.556120 1.738090 -2.621850 1.154 0.428 0.498
C 15.560780 0.668130 -2.234970 1.013 -0.375 0.061
H 20.325550 0.937060 0.523320 0.073 0.058 -0.130
H 19.046880 1.876960 1.242150 0.196 0.239 0.361
H 20.520640 2.705620 0.639550 -0.104 -0.099 0.046
H 19.706110 1.788310 -1.707070 0.720 0.351 0.076
H 18.793220 3.114780 -1.052900 0.140 0.083 0.373
H 17.149850 1.637820 -0.312050 -0.458 -0.727 0.096
H 18.006170 0.132400 -0.920050 0.044 0.138 0.329
H 16.987570 0.570640 -4.403840 0.425 0.404 -0.118
H 17.770560 -0.536320 -3.329400 0.224 0.104 0.354
H 18.651870 0.995970 -3.686320 -0.148 -0.156 -0.548
H 16.690570 2.722410 -3.955770 -0.102 -0.799 -0.269
H 17.617400 3.299530 -2.762860 -0.268 0.215 1.025
H 14.906690 3.851930 -2.990470 0.469 0.144 -0.038
H 15.342940 3.356810 -1.371950 0.070 0.035 0.106
H 14.254230 1.620130 -3.662540 0.056 0.090 0.013
H 13.681790 1.580690 -1.990280 -0.030 0.641 -0.044
H 15.457450 -0.186710 -2.903300 0.343 -0.139 0.294
H 15.531000 0.339420 -1.196150 -0.332 0.074 -0.114
C 26.512900 3.401040 4.551000 -0.218 1.038 0.020
C 26.902180 4.721380 5.313520 1.417 -0.990 0.125
C 25.831210 5.746170 5.398420 -1.336 -0.240 -0.192
N 26.325100 7.118000 5.803640 -1.031 0.472 -0.142
C 26.974710 7.082680 7.174990 -1.059 1.265 -0.345
C 25.138630 8.207650 5.722020 0.516 -1.415 1.183
C 25.845870 9.522440 5.642350 0.634 -0.051 -0.437
C 27.073690 9.203880 4.742140 0.406 0.827 0.059
C 27.300140 7.698460 4.788710 -1.251 -0.362 -0.869
H 26.302220 3.693950 3.522450 0.080 -0.114 -0.155
H 25.600490 2.914330 4.895590 -0.011 0.247 0.399
H 27.274070 2.621250 4.525660 0.220 0.397 0.218
H 27.751800 5.209250 4.835760 0.105 -0.293 -0.643
H 27.332740 4.560840 6.301920 -0.384 -0.600 0.225
H 25.021620 5.416120 6.049360 0.186 0.334 0.644
H 25.297630 5.778250 4.448480 0.318 0.712 -0.347
H 27.178650 8.128860 7.403050 0.535 -0.094 -0.027
H 27.883440 6.480830 7.167160 -0.351 0.038 0.034
H 26.221050 6.824160 7.918820 0.184 -0.657 -0.143
H 24.441560 8.087040 6.551260 0.452 -0.154 0.410
H 24.490310 8.032770 4.863410 0.696 -0.418 -0.438
H 26.182760 9.939660 6.591310 -0.458 -0.044 0.040
H 25.102970 10.153010 5.153920 0.501 0.608 0.141
H 28.049860 9.621130 4.989320 -0.411 0.654 0.758
H 26.902420 9.659000 3.766630 -0.124 -0.795 -0.340
H 28.336570 7.442480 5.008630 -0.318 -0.262 -0.007
H 26.928280 7.256570 3.864280 0.635 -0.152 -0.171
O 19.531200 -4.479260 -1.923750 1.900 0.562 -0.482
C 18.755600 -5.367410 -2.550190 -1.434 -2.341 -2.173
O 19.184370 -6.003840 -3.578650 1.012 1.275 1.002
O 17.661250 -5.500180 -2.087730 -3.764 -0.416 1.660
H 20.199730 -4.715960 -2.570780 2.206 1.056 0.077
O 12.184970 5.279460 3.773660 -0.435 1.817 -0.053
C 12.662930 4.053830 3.749960 0.334 -4.561 3.100
O 13.115540 3.550270 4.834930 0.475 1.376 -1.178
O 12.389470 3.345780 2.760570 0.293 0.190 -1.240
H 11.545970 5.122720 3.074580 -0.519 1.066 -0.667
O 9.443660 6.919110 -0.091810 0.047 -2.308 0.523
C 9.980760 7.948600 -0.713160 1.452 1.728 -0.420
O 11.198220 7.897220 -1.096330 -1.135 -0.290 0.155
O 9.217440 8.900580 -0.783010 -0.393 1.756 -0.728
H 10.133590 6.262790 -0.213650 0.118 -0.840 0.399
O 22.467010 3.346360 -8.111000 3.888 -2.068 -5.685
C 21.805160 3.801210 -7.166870 -7.748 3.366 3.031
O 20.723270 4.381540 -7.457020 0.513 0.658 0.892
O 22.235630 3.410270 -6.053130 0.289 0.268 2.285
H 22.888180 2.874510 -7.388800 3.006 -2.223 -0.416
O 22.526000 -3.591620 2.357860 -0.069 -0.362 1.198
C 22.582040 -4.197640 3.620830 2.443 -2.760 1.432
O 23.630890 -4.812710 3.987210 -0.158 1.494 -1.456
O 21.565950 -4.251030 4.319820 -1.722 1.154 -0.396
H 21.568940 -3.518040 2.372880 -0.518 0.538 -0.769
O 11.089270 -1.216670 -7.938110 2.908 -1.600 -1.535
C 10.068650 -0.422110 -7.749620 -2.467 0.449 1.500
O 9.700950 0.311150 -8.666900 0.254 0.821 -1.049
O 9.507470 -0.544440 -6.642180 -0.394 0.295 0.564
H 11.115440 -1.856520 -7.222930 -0.128 0.114 0.326
```
Positions in Å, forces in eV/Å.

Properties
multiplicity	1
E_tot	-112863.61944	eV
HOMO level	-5.34	eV
LUMO	-0.1669	Ha
energy above the lowest of the compared OMol25 structures with the same formula, charge and spin	10.9803	eV

These are the Löwdin partial charges, in e, on atoms 1 to 8: C -0.0384; C -0.4628; C -0.1226; C -0.1630; C -0.1242; C -0.4794; N 0.0757; O 0.0969